No. 1
{"formula": "C10H19GaN3O5", "method": "ωB97M-V/def2-TZVPD", "symbols": ["C", "C", "N", "C", "C", "Ga", "C", "C", "C", "O", "O", "C", "N", "O", "N", "O", "C", "C", "O", "H", "H", "H", "H", "H", "H", "H", "H", "H", "H", "H", "H", "H", "H", "H", "H", "H", "H", "H"], "xyz": [[1.03, -1.89, 2.49], [0.68, -2.73, 1.26], [-0.06, -1.94, 0.25], [0.58, -2.06, -1.08], [-0.01, -1.08, -2.08], [0.36, 0.84, -1.64], [-0.68, 1.61, -0.09], [-0.33, 3.08, 0.25], [0.67, 3.15, 1.41], [0.20, 3.79, -0.87], [2.25, 1.19, -1.39], [2.68, 0.83, -0.26], [3.16, 0.42, 0.72], [-0.13, 1.82, -3.24], [-1.36, 2.32, -3.17], [-2.15, 1.73, -3.84], [-1.41, -2.43, 0.19], [-2.47, -1.48, 0.68], [-1.71, -3.53, -0.21], [1.36, -2.56, 3.28], [0.15, -1.35, 2.86], [1.82, -1.18, 2.26], [1.61, -3.10, 0.84], [0.12, -3.61, 1.59], [0.43, -3.09, -1.45], [1.66, -1.94, -0.98], [-1.08, -1.23, -2.22], [0.45, -1.30, -3.05], [-1.73, 1.57, -0.41], [-0.58, 1.01, 0.81], [-1.25, 3.59, 0.55], [0.64, 4.16, 1.84], [1.69, 2.98, 1.06], [0.41, 2.43, 2.18], [1.16, 3.78, -0.82], [-2.08, -0.87, 1.49], [-2.73, -0.83, -0.17], [-3.35, -2.05, 0.96]], "lowdin_charge": [-0.09, -0.23, -0.09, -0.28, -0.18, 0.49, -0.16, -0.49, -0.06, -0.07, -0.05, -0.54, 0.11, -0.20, -0.19, -0.04, -0.49, 0.01, 0.09, 0.06, 0.06, 0.04, 0.11, 0.11, 0.11, 0.11, 0.06, 0.06, 0.05, 0.04, 0.12, 0.07, 0.06, 0.07, 0.08, 0.07, 0.09, 0.08], "lumo_energy_ev": 3.174, "charge": -1, "gap_ev": 8.714, "e_homo_ev": -5.54}

No. 2
{"formula": "C5H12NO", "method": "ωB97M-V/def2-TZVPD", "symbols": ["C", "C", "N", "C", "C", "C", "O", "H", "H", "H", "H", "H", "H", "H", "H", "H", "H", "H", "H"], "xyz": [[-1.42, -1.10, 1.95], [-0.61, -1.01, 0.93], [0.73, -1.87, 1.13], [-0.47, -0.30, -0.39], [0.52, 0.86, -0.36], [0.62, 1.67, -1.65], [-0.66, 2.29, -1.85], [-2.29, -0.44, 1.95], [-1.33, -1.83, 2.72], [0.45, -2.84, 1.30], [1.21, -1.34, 1.85], [1.32, -1.91, 0.30], [-1.48, -0.01, -0.74], [-0.20, -0.93, -1.25], [0.38, 1.58, 0.45], [1.54, 0.48, -0.21], [0.77, 1.13, -2.59], [1.46, 2.36, -1.53], [-0.55, 3.22, -2.01]], "lowdin_charge": [0.12, -0.22, 0.23, -0.16, -0.19, -0.24, -0.06, 0.11, 0.09, 0.16, 0.16, 0.15, 0.14, 0.14, 0.13, 0.11, 0.12, 0.13, 0.08], "de_lowest_kcal_mol": 33.3, "lumo_energy_ev": -3.542, "charge": 1, "gap_ev": 10.060, "smiles": "C=C([NH3+])CCCO", "e_homo_ev": -13.60}

No. 3
{"formula": "CH4N2O3", "method": "ωB97M-V/def2-TZVPD", "symbols": ["C", "N", "N", "O", "O", "O", "H", "H", "H", "H"], "xyz": [[1.20, -0.46, -0.17], [0.60, 0.53, 0.63], [-1.40, 0.70, -0.83], [-1.46, -0.28, -1.47], [-2.12, 1.58, -0.55], [0.01, -0.19, 1.79], [1.67, -1.21, 0.34], [0.40, -0.99, -0.93], [1.97, 0.05, -0.78], [-0.86, 0.27, 1.99]], "lowdin_charge": [-0.17, -0.02, -0.25, 0.08, 0.12, -0.11, 0.03, 0.13, 0.08, 0.10], "de_lowest_kcal_mol": 115.2, "lumo_energy_ev": [-0.354, -1.228], "gap_ev": [9.576, 8.290], "e_homo_ev": [-9.93, -9.52]}

No. 4
{"formula": "C21H61BBrN6O10P", "method": "ωB97M-V/def2-TZVPD", "symbols": ["C", "O", "P", "O", "O", "Br", "O", "B", "N", "O", "H", "H", "H", "H", "H", "H", "C", "C", "C", "O", "C", "N", "H", "H", "H", "H", "H", "H", "H", "H", "H", "H", "H", "C", "C", "C", "O", "C", "N", "H", "H", "H", "H", "H", "H", "H", "H", "H", "H", "H", "C", "C", "C", "O", "C", "N", "H", "H", "H", "H", "H", "H", "H", "H", "H", "H", "H", "C", "C", "C", "O", "C", "N", "H", "H", "H", "H", "H", "H", "H", "H", "H", "H", "H", "C", "C", "C", "O", "C", "N", "H", "H", "H", "H", "H", "H", "H", "H", "H", "H", "H"], "xyz": [[-2.19, -7.22, -1.86], [-3.23, -6.25, -2.24], [-3.94, -5.45, -0.87], [-2.76, -5.22, 0.21], [-4.59, -3.87, -1.21], [-6.28, -3.94, -1.90], [-5.18, -6.35, -0.04], [-5.63, -7.53, -0.79], [-6.00, -7.58, -2.27], [-5.81, -8.81, -0.02], [-2.68, -8.15, -1.33], [-1.28, -6.76, -1.28], [-1.74, -7.64, -2.88], [-5.76, -6.70, -2.78], [-5.58, -8.42, -2.75], [-5.65, -8.64, 0.96], [2.03, -5.23, -0.18], [2.71, -4.23, 0.75], [1.76, -3.68, 1.85], [0.83, -2.70, 1.38], [-0.32, -3.24, 0.75], [3.29, -3.14, -0.05], [1.38, -4.76, -0.91], [2.79, -5.79, -0.74], [1.44, -5.96, 0.39], [3.52, -4.75, 1.26], [2.38, -3.16, 2.59], [1.24, -4.48, 2.38], [-0.64, -4.18, 1.21], [-0.14, -3.37, -0.31], [-1.14, -2.51, 0.86], [3.82, -2.53, 0.56], [2.51, -2.55, -0.37], [6.13, 1.01, 1.85], [5.73, 0.06, 2.97], [6.93, -0.55, 3.73], [7.61, -1.59, 3.03], [8.54, -1.13, 2.06], [4.86, -0.99, 2.41], [6.50, 0.49, 0.96], [5.27, 1.61, 1.53], [6.91, 1.70, 2.18], [5.14, 0.64, 3.69], [6.55, -1.01, 4.65], [7.64, 0.23, 4.05], [9.04, -0.20, 2.36], [8.04, -1.00, 1.09], [9.30, -1.90, 1.92], [4.51, -1.57, 3.18], [5.46, -1.63, 1.89], [-5.85, 0.80, 1.27], [-4.68, -0.10, 0.89], [-3.79, 0.49, -0.23], [-4.35, 0.38, -1.54], [-5.30, 1.39, -1.86], [-5.19, -1.43, 0.53], [-6.67, 0.77, 0.53], [-6.28, 0.49, 2.23], [-5.53, 1.84, 1.37], [-4.05, -0.20, 1.78], [-2.86, -0.10, -0.27], [-3.49, 1.52, -0.02], [-5.05, 2.36, -1.40], [-6.30, 1.08, -1.56], [-5.31, 1.52, -2.94], [-4.40, -2.05, 0.38], [-5.62, -1.35, -0.39], [0.38, 4.25, 1.37], [1.01, 2.88, 1.60], [2.50, 2.81, 1.21], [2.73, 2.74, -0.20], [2.68, 3.99, -0.87], [0.21, 1.87, 0.89], [0.16, 4.45, 0.32], [-0.58, 4.33, 1.91], [1.03, 5.05, 1.74], [0.94, 2.67, 2.68], [2.91, 1.89, 1.62], [3.07, 3.64, 1.66], [3.07, 4.81, -0.25], [1.66, 4.20, -1.19], [3.30, 3.92, -1.77], [0.58, 0.94, 1.13], [0.43, 1.96, -0.11], [-1.45, 8.22, -3.33], [-1.85, 7.27, -2.20], [-0.65, 6.67, -1.44], [0.03, 5.62, -2.15], [0.96, 6.08, -3.12], [-2.72, 6.22, -2.76], [-1.08, 7.70, -4.22], [-2.31, 8.82, -3.65], [-0.67, 8.91, -2.99], [-2.44, 7.85, -1.48], [-1.03, 6.20, -0.53], [0.05, 7.44, -1.12], [1.46, 7.01, -2.81], [0.46, 6.21, -4.08], [1.72, 5.31, -3.25], [-3.07, 5.65, -1.99], [-2.12, 5.58, -3.29]], "lowdin_charge": [-0.13, -0.32, 0.71, -0.34, -0.75, 0.82, -0.09, -0.61, 0.13, 0.03, 0.11, 0.10, 0.12, 0.03, 0.11, 0.12, -0.08, -0.43, -0.20, -0.20, -0.11, 0.04, 0.06, 0.08, 0.07, 0.13, 0.11, 0.12, 0.07, 0.07, 0.08, 0.04, 0.07, -0.06, -0.42, -0.20, -0.19, -0.11, 0.04, 0.07, 0.06, 0.08, 0.14, 0.12, 0.12, 0.09, 0.07, 0.09, 0.07, 0.07, -0.08, -0.42, -0.19, -0.20, -0.11, 0.04, 0.06, 0.08, 0.08, 0.14, 0.12, 0.12, 0.09, 0.07, 0.09, 0.05, 0.04, -0.07, -0.42, -0.20, -0.19, -0.11, 0.04, 0.05, 0.08, 0.08, 0.13, 0.11, 0.12, 0.10, 0.05, 0.09, 0.07, 0.07, -0.08, -0.43, -0.20, -0.22, -0.10, 0.04, 0.06, 0.08, 0.08, 0.14, 0.11, 0.12, 0.10, 0.08, 0.08, 0.07, 0.07], "lumo_energy_ev": -1.288, "gap_ev": 7.549, "e_homo_ev": -8.84}

No. 5
{"formula": "C3H7NOS2", "method": "ωB97M-V/def2-TZVPD", "symbols": ["C", "C", "C", "N", "O", "S", "S", "H", "H", "H", "H", "H", "H", "H"], "xyz": [[-1.96, 1.23, -1.18], [0.15, -0.96, -0.08], [-0.35, -0.44, 1.22], [1.45, -0.55, -0.13], [3.49, 0.81, -0.09], [-0.81, 0.38, -1.88], [2.18, 0.68, 0.59], [-2.00, 2.27, -1.36], [-2.80, 0.65, -0.72], [-0.04, -1.95, -0.45], [-1.12, 0.20, 1.11], [0.46, -0.09, 1.77], [-0.75, -1.18, 1.89], [2.13, -1.06, -0.69]], "lowdin_charge": [-0.55, -0.37, -0.12, -0.35, -0.57, 0.72, 0.90, -0.02, 0.03, 0.11, 0.02, 0.00, 0.09, 0.12], "de_lowest_kcal_mol": 116.8, "lumo_energy_ev": [-0.508, -0.769], "gap_ev": [7.187, 6.258], "e_homo_ev": [-7.69, -7.03]}

No. 6
{"formula": "C2F3GaMgNO4S2", "method": "ωB97M-V/def2-TZVPD", "symbols": ["O", "C", "O", "Mg", "Ga", "N", "S", "S", "O", "O", "C", "F", "F", "F"], "xyz": [[1.09, 0.77, -4.08], [0.42, 0.24, -3.23], [-0.80, 0.09, -3.04], [1.85, -0.50, -1.43], [-1.50, -0.43, -1.47], [0.95, -0.34, 0.02], [0.20, -1.85, -0.62], [-0.06, 0.72, 0.62], [-1.36, 0.77, -0.14], [0.58, 2.00, 0.88], [-0.62, 0.09, 2.29], [-1.42, -0.96, 2.15], [0.44, -0.26, 3.00], [-1.28, 1.05, 2.91]], "lowdin_charge": [0.25, -0.43, 0.03, 0.94, 0.81, -0.65, 0.81, 0.71, -0.24, -0.15, -0.67, 0.17, 0.21, 0.22], "de_lowest_kcal_mol": 0.0, "lumo_energy_ev": [-12.063, -12.059], "charge": 2, "gap_ev": [6.121, 7.218], "spin_multiplicity": 2, "s_squared": 0.7541, "e_homo_ev": [-18.18, -19.28]}